{"formula": "C39H48BeP2Si", "method": "ωB97M-V with the def2-TZVPD basis set", "elements": ["Be", "C", "C", "C", "C", "C", "C", "C", "C", "C", "H", "H", "H", "H", "H", "H", "H", "H", "H", "H", "H", "H", "H", "H", "H", "P", "P", "C", "C", "C", "C", "C", "C", "C", "C", "C", "C", "C", "C", "C", "C", "C", "C", "C", "C", "C", "C", "C", "C", "C", "C", "C", "C", "H", "H", "H", "H", "H", "H", "H", "H", "H", "H", "H", "H", "H", "H", "H", "H", "H", "H", "H", "H", "H", "H", "C", "Si", "C", "C", "C", "H", "H", "H", "H", "H", "H", "H", "H", "H", "H", "H"], "coordinates": [[-1.301737, -2.028764, -0.201545], [2.088690, -1.436812, 4.057560], [2.280273, -0.122997, 4.225711], [3.348433, 0.787685, 3.687907], [3.173428, 1.191645, 2.190037], [3.052226, 0.096852, 1.218312], [3.625970, -1.123716, 1.267582], [4.105920, -1.876903, 2.470471], [2.942112, -2.422022, 3.309728], [-2.447077, -2.173476, -1.423487], [1.178247, -1.920318, 4.489709], [1.584358, 0.412778, 4.889014], [4.333021, 0.321066, 3.757219], [3.315255, 1.724049, 4.277289], [2.276108, 1.804422, 2.093013], [3.996980, 1.856080, 1.917896], [2.133755, 0.157012, 0.600375], [3.873710, -1.657989, 0.321783], [4.812673, -1.313816, 3.086227], [4.684339, -2.743746, 2.110453], [2.340612, -3.007034, 2.605808], [3.343472, -3.130387, 4.047310], [-3.157690, -2.714237, -0.780599], [-2.139546, -2.883857, -2.192602], [-2.909301, -1.257120, -1.750686], [-1.823558, 1.705150, -0.231943], [-0.467351, 0.737836, -2.879540], [-0.110222, 2.178300, -0.615708], [0.419030, 1.883793, -1.831286], [-2.549464, 3.457042, -0.449219], [-1.786649, 4.629007, -0.598096], [-2.395923, 5.869194, -0.778226], [-3.778496, 6.001589, -0.817994], [-4.554639, 4.835766, -0.663331], [-3.948109, 3.583209, -0.485012], [-1.566580, 1.674234, 1.624136], [-1.073286, 0.458731, 2.143072], [-0.905795, 0.332714, 3.508903], [-1.170077, 1.421203, 4.337187], [-1.607214, 2.656285, 3.833548], [-1.837466, 2.767533, 2.456543], [-0.655206, 1.995219, -4.332133], [-1.367297, 3.187078, -4.105964], [-1.491622, 4.152440, -5.104369], [-0.927928, 3.959132, -6.366338], [-0.201423, 2.789941, -6.596390], [-0.063875, 1.815535, -5.594431], [0.940355, -0.247964, -3.589611], [0.582434, -1.375349, -4.370247], [1.581574, -2.138025, -4.978445], [2.920459, -1.782801, -4.803508], [3.294975, -0.682755, -4.026029], [2.289938, 0.070287, -3.403615], [0.446247, 2.736613, 0.151062], [1.339719, 2.357051, -2.188834], [-0.697946, 4.570843, -0.564155], [-1.773551, 6.761115, -0.884700], [-4.255081, 6.972827, -0.985265], [-5.638686, 4.922303, -0.691545], [-4.585610, 2.689437, -0.377970], [-0.804656, -0.351686, 1.448287], [-0.531074, -0.626627, 3.894328], [-0.998342, 1.309586, 5.400521], [-1.744027, 3.518499, 4.485778], [-2.190982, 3.720921, 2.037338], [-1.833615, 3.361546, -3.136211], [-2.059742, 5.061457, -4.906789], [-1.064932, 4.701415, -7.157316], [0.258899, 2.635351, -7.575278], [0.531570, 0.926922, -5.816070], [-0.468672, -1.651533, -4.503876], [1.307082, -3.008798, -5.589469], [3.702322, -2.378521, -5.269938], [4.345451, -0.396508, -3.894897], [2.567985, 0.922642, -2.781320], [0.728862, -5.101472, 2.918473], [-0.995044, -4.786662, 2.159447], [-1.450555, -6.569600, 1.704891], [-2.082778, -4.346500, 3.611895], [-0.945903, -3.571004, 0.674641], [0.668898, -5.991928, 3.574191], [1.126470, -4.285508, 3.527399], [1.491543, -5.339823, 2.153839], [-1.312951, -7.184497, 2.606992], [-2.503879, -6.641050, 1.391746], [-0.815353, -7.012714, 0.917092], [-1.743078, -3.432716, 4.127258], [-3.141727, -4.211344, 3.344573], [-2.057187, -5.185855, 4.314727], [0.158539, -3.509110, 0.601506], [-1.259034, -4.057793, -0.278787]], "forces_ev_per_a": [[-0.65, -2.52, 0.94], [-0.41, 0.05, -0.16], [-0.56, -0.15, 0.57], [0.33, 0.32, -0.48], [-0.77, 0.36, 1.44], [-1.08, -1.59, -0.13], [0.60, 0.17, -0.78], [1.37, -0.02, 0.25], [0.30, 0.14, -0.35], [0.13, 0.66, 0.48], [0.81, 0.58, -0.08], [0.04, -0.40, -0.44], [-0.11, 0.40, 0.38], [0.32, -0.51, -0.20], [-0.11, 0.16, 0.15], [0.13, -0.10, -0.07], [1.37, 0.54, -1.04], [-1.49, 0.07, 0.50], [-0.11, -0.13, 0.01], [-0.20, 0.20, 0.17], [-0.14, 0.09, 0.29], [-0.05, -0.04, -0.15], [-0.13, 0.06, -0.12], [-0.05, 0.36, -0.26], [-0.23, 0.07, -0.69], [-0.14, 1.34, 1.01], [0.08, 0.48, -2.19], [0.95, -0.39, -1.01], [-0.14, 0.65, 1.62], [-0.16, -0.25, 0.00], [-0.05, -0.40, 0.13], [0.22, 0.35, -0.02], [-0.33, -0.90, 0.04], [0.35, 0.29, -0.03], [-0.19, 0.07, -0.03], [-0.27, -0.13, -0.51], [-0.39, 0.95, -0.37], [0.21, -0.47, -0.04], [-0.03, 0.40, 0.18], [0.21, -0.74, -0.41], [0.18, -0.05, 0.19], [0.22, -0.21, 0.04], [0.09, -0.29, -0.07], [-0.15, 0.00, -0.07], [0.08, -0.32, 0.24], [-0.11, -0.04, 0.06], [-0.06, 0.26, -0.02], [-0.35, -0.39, -0.04], [0.47, 0.33, 0.24], [-0.17, 0.13, 0.09], [0.39, 0.03, 0.00], [-0.60, -0.01, 0.11], [0.10, -0.11, -0.22], [-0.19, 0.08, -0.48], [-0.13, -0.23, 0.36], [-0.32, 0.09, -0.08], [-0.12, -0.31, 0.01], [0.21, -0.41, 0.12], [0.18, -0.14, 0.01], [0.39, 0.49, -0.07], [-0.16, 0.21, 0.45], [-0.28, 0.67, 0.01], [-0.05, 0.04, 0.04], [-0.05, -0.30, -0.09], [0.15, -0.58, 0.18], [0.09, 0.00, -0.18], [0.12, -0.21, 0.03], [0.12, -0.25, 0.31], [-0.11, -0.05, 0.33], [-0.23, 0.24, 0.13], [0.34, 0.18, 0.11], [0.20, 0.43, 0.31], [-0.17, 0.06, 0.01], [-0.46, -0.26, -0.09], [-0.02, -0.32, -0.24], [0.18, -0.07, -0.09], [0.41, -0.15, -0.34], [-0.26, 0.06, -0.38], [-0.45, 0.33, 0.11], [0.99, 0.81, 0.05], [-0.11, 0.38, -0.25], [-0.16, -0.12, -0.05], [-0.31, 0.13, 0.20], [-0.12, 0.17, -0.19], [0.28, -0.13, 0.03], [-0.26, 0.29, 0.24], [-0.12, -0.30, -0.13], [0.29, 0.07, -0.04], [0.12, 0.13, 0.06], [0.12, -0.20, -0.24], [0.15, -0.19, 0.65]], "max_force_ha_per_bohr": 0.0537, "homo_ev": -8.1863, "gap_ev": 8.216, "lumo_energy_ev": 0.030, "mol_weight_g_mol": 615.859}